52
Properties=species:S:1:pos:R:3:forces:R:3:nbo_charge:R:1 method="wB97M-V/def2-TZVPD" multiplicity=3 total_charge=+1 orbital_gap_ev="8.994 / 5.647"
Au -3.282850 -0.371770 1.503619 -0.11 -0.47 0.06 1.19
N -4.079387 1.418523 -0.199948 0.00 0.14 -0.12 -0.87
C -3.199548 1.068433 -1.323707 -0.02 -0.03 0.16 -0.33
C -3.283599 -0.419564 -1.604951 0.01 0.05 -0.11 0.63
O -3.502338 -0.871636 -2.698066 0.02 -0.04 -0.01 -0.49
N -3.095354 -1.254686 -0.487757 0.10 0.25 0.18 -0.51
C -3.617750 -2.517776 -0.498097 -0.13 -0.01 0.03 -0.29
C -5.123980 -2.352853 0.392888 0.29 -0.08 -0.18 0.84
O -5.963330 -3.092676 0.009368 -0.11 -0.01 0.06 -0.44
O -5.031939 -1.480510 1.302100 0.00 0.20 0.13 -0.70
H -5.055140 1.297322 -0.451750 0.00 0.03 -0.02 0.39
H -3.958341 2.391752 0.054449 0.01 0.00 -0.02 0.39
H -2.168417 1.302117 -1.041418 -0.01 0.02 -0.01 0.23
H -3.432668 1.590990 -2.250782 0.01 -0.02 -0.04 0.23
H -3.124310 -3.222703 0.170623 -0.01 0.00 0.02 0.25
H -3.869998 -2.919497 -1.475144 0.02 0.01 0.00 0.26
Cl -0.222280 4.216410 -3.191563 -0.02 0.00 -0.01 0.04
C 0.513550 3.093147 -2.104764 0.01 0.00 0.02 -0.01
C 1.324781 3.554517 -1.079589 0.00 -0.01 0.01 -0.23
C 1.893334 2.638619 -0.212159 0.07 0.03 -0.05 -0.18
C 1.678154 1.269701 -0.341447 -0.02 -0.06 -0.04 -0.01
C 2.318284 0.291888 0.612225 0.03 0.00 -0.02 0.03
C 2.053307 0.646235 2.083555 -0.03 -0.01 -0.12 -0.24
N 0.613945 0.824761 2.282559 0.07 -0.11 0.27 -0.30
C -0.004343 1.828238 2.987314 -0.03 0.09 -0.12 -0.06
C -1.341141 1.637567 2.846146 0.02 0.03 -0.09 -0.07
N -1.530195 0.518201 2.065057 -0.10 -0.07 0.04 -0.58
C -0.332378 0.043698 1.758696 -0.06 0.12 -0.20 0.22
O 3.705004 0.245235 0.362368 -0.03 0.09 0.14 -0.51
C 4.299181 -1.004963 0.731174 0.01 -0.07 -0.07 -0.09
C 3.751046 -2.132347 -0.087386 0.09 0.01 0.02 -0.14
C 2.834569 -3.043486 0.342230 -0.05 -0.03 -0.11 -0.26
Cl 2.083700 -3.097451 1.892267 0.00 -0.01 0.05 0.03
S 2.382265 -4.166480 -0.870032 -0.01 -0.02 0.02 0.49
C 3.431471 -3.415695 -1.997118 -0.04 0.01 -0.01 -0.40
C 4.084844 -2.356967 -1.457533 0.02 -0.02 0.03 -0.23
C 0.862040 0.844208 -1.387382 -0.04 0.10 0.13 -0.03
Cl 0.493133 -0.844017 -1.605086 -0.03 -0.05 -0.09 0.01
C 0.277124 1.739432 -2.269350 -0.01 -0.01 -0.04 -0.27
H 1.509021 4.613691 -0.970068 0.00 0.00 0.00 0.24
H 2.543259 3.004924 0.572842 0.02 -0.03 0.02 0.22
H 1.886585 -0.694813 0.428311 0.04 0.07 -0.02 0.21
H 2.557976 1.569340 2.359818 -0.05 0.04 -0.01 0.23
H 2.406023 -0.152485 2.734499 0.03 0.02 0.01 0.23
H 0.549885 2.594441 3.499087 0.02 -0.02 0.02 0.25
H -2.159871 2.223775 3.222746 -0.01 -0.03 0.05 0.24
H -0.144280 -0.803466 1.120269 -0.02 -0.06 0.08 0.25
H 4.158812 -1.201536 1.796974 0.02 -0.01 0.01 0.18
H 5.364494 -0.881541 0.548188 -0.01 0.03 -0.01 0.22
H 3.510585 -3.807946 -2.997771 0.01 0.00 0.00 0.25
H 4.788627 -1.744494 -2.002733 0.02 -0.01 0.01 0.24
H -0.351562 1.384193 -3.073768 0.01 -0.01 -0.03 0.25

=====

16
Properties=species:S:1:pos:R:3:forces:R:3:nbo_charge:R:1 method="wB97M-V/def2-TZVPD" relative_energy_kj_mol=58.6 total_charge=-1 orbital_gap_ev=7.319
H -0.745768 -2.924408 -1.791903 -0.02 1.09 0.48 0.30
N -0.978987 -2.074350 -1.208364 1.66 -0.03 -0.59 -0.65
C -0.085792 -1.130218 -1.282393 -3.16 0.35 1.08 -0.23
Si -0.364699 0.617301 -0.432285 0.32 0.31 0.31 1.15
C 1.526793 0.958716 -0.111634 0.61 -0.09 -1.37 -1.10
C -1.266635 0.607609 1.344698 2.08 1.19 -1.46 -1.06
C -1.111411 2.163684 -1.671975 0.73 -1.29 1.40 0.61
O -1.869295 2.915178 -1.079135 -0.91 0.59 0.68 -0.75
O -0.581658 2.213573 -2.766461 0.59 -0.23 -1.35 -0.75
H 0.761621 -1.074384 -1.928579 0.91 -0.74 -0.77 0.15
H 2.021361 -0.053868 -0.046894 -0.27 1.06 0.63 0.21
H 2.105740 1.469144 -0.950992 -1.11 -0.56 0.66 0.23
H 1.677483 1.629914 0.736136 0.14 -0.48 0.32 0.22
H -1.607386 1.636819 1.343689 -0.45 0.26 0.05 0.24
H -2.076127 -0.046154 1.397191 -1.42 -1.10 0.05 0.22
H -0.637627 0.513157 2.227966 0.29 -0.33 -0.11 0.21

=====

Calculated E (eV), listed in the same order as above: -87285.2855; -17741.2221
Calculated F_max (eV/A), listed in the same order as above: 0.5; 3.4